11
Properties=species:S:1:pos:R:3:forces:R:3:nbo_charge:R:1 method="wB97M-V/def2-TZVPD" relative_energy_kj_mol=460.0 homo_ev="-13.3 / -13.3" total_energy_ev=-6630.319 orbital_gap_ev="8.27 / 8.27" charge=+1 fmax_ev_per_a=4.32
C -0.52598 0.67408 0.07278 2.2 -1.6 -0.8 0.39
C 1.32850 -0.79194 -0.91016 -1.8 0.7 0.6 0.45
N 0.08635 1.80535 -0.10389 -1.6 3.2 1.2 -0.77
N 1.23888 -2.04208 -0.67225 2.3 0.4 -0.5 -0.86
N -1.50573 0.41435 0.87166 -3.1 -2.5 1.7 -0.79
H -0.21610 2.78964 0.19021 0.0 -2.1 0.0 0.40
H 0.70986 1.92569 -0.84403 1.4 -0.6 -1.2 0.42
H 0.81208 -2.65978 -0.01109 -1.2 0.0 0.5 0.46
H 2.13828 -2.47207 -1.00201 -0.7 0.2 -0.1 0.46
H -1.87682 -0.57702 0.94462 1.2 1.6 -0.6 0.42
H -2.18931 0.93378 1.46417 1.4 0.8 -0.9 0.42